# 1
DFT (the ωB97M-V functional and the def2-TZVPD basis) results for a cluster of 9 separate species, C45H95BrF7N2O14P2 in total.

```
166
Properties=species:S:1:pos:R:3:forces:R:3:mulliken_charge:R:1
C -8.8636 -10.6473 0.2432 -0.028 -0.047 0.125 -0.264
O 2.5132 -0.1562 -0.9928 -0.391 0.843 0.318 -0.291
O 3.1004 -9.0241 -1.2550 0.005 -0.078 0.161 -0.452
H 1.5054 6.1725 3.8305 -0.008 0.037 -0.036 0.342
H 0.0426 4.0153 4.8832 -0.208 0.594 -0.001 0.283
C 1.6697 0.4931 -1.9640 0.453 -0.196 0.050 -0.455
H 3.3654 8.2288 7.9577 -0.051 -0.082 0.034 0.343
F 4.3880 3.0588 2.9677 0.127 -0.297 0.178 -0.276
H -4.0010 7.0849 -0.8344 0.053 0.024 -0.041 0.086
H 0.8919 -4.7744 -0.5808 -0.040 0.079 0.080 0.142
P 0.7997 2.6486 3.4940 0.955 -0.172 0.287 0.196
H 8.4159 2.4173 -1.4670 0.066 0.043 -0.007 0.243
C -0.5686 -5.1088 -2.1067 -0.183 0.017 0.027 -0.669
C 8.2550 9.5061 -0.7226 -0.066 -0.123 0.013 -1.008
C 5.5394 8.6261 0.1160 0.045 -0.089 0.126 -0.081
H 1.9786 9.5148 5.5430 0.068 0.019 -0.030 0.250
O 6.5909 2.8974 -3.5235 -0.169 -0.064 -0.150 -0.455
O -4.2362 1.1225 -0.3376 0.384 0.385 0.756 -0.523
H 2.6233 1.5888 2.0580 -0.003 -0.001 0.187 0.513
H 6.3294 7.8704 0.2082 0.022 0.025 0.061 0.173
C -3.4168 1.6166 2.6859 0.135 -0.175 0.665 -0.186
H 6.2508 2.8552 -1.4860 0.034 0.035 0.019 0.263
C -4.4814 8.0650 -0.8568 -0.009 -0.117 0.091 -0.807
C 1.5901 1.9695 -1.6228 -0.335 -0.071 0.026 -1.533
H 2.5598 2.4056 -1.4220 0.225 -0.040 -0.054 0.535
F -4.6268 1.9638 2.2354 -0.021 -0.083 -0.327 -0.240
H -1.0302 2.1084 -1.8412 -0.232 0.088 -0.089 1.009
H 2.6734 -6.7075 -2.7308 0.055 0.022 -0.048 0.174
H -2.7280 -9.3660 -3.2776 -0.037 -0.015 -0.034 0.336
C 2.0599 -9.3156 -2.1696 -0.076 0.028 -0.090 0.157
H -4.2408 6.4094 1.2537 0.094 -0.019 -0.034 0.160
O -4.3672 8.4457 1.5751 -0.075 0.112 0.132 -0.470
H 8.2336 2.3396 -4.5275 -0.092 0.005 -0.032 0.358
H 5.9823 5.3060 -1.2217 -0.008 0.009 -0.005 0.217
C -10.3311 -11.5403 -1.4383 -0.111 -0.077 0.011 -0.372
H -2.9565 9.1500 0.2300 0.008 -0.044 -0.015 0.267
C 6.0422 3.4821 -2.3626 0.041 -0.002 0.190 -0.169
F -2.9344 0.5270 2.0464 -0.109 -0.031 -0.275 -0.202
C 6.9630 10.2911 -0.8712 0.118 0.067 0.065 -0.306
H 2.8621 -6.3301 -1.0199 0.021 0.024 0.011 0.168
H -10.3089 -12.5655 -1.0529 -0.024 0.013 0.042 0.307
O 5.8036 9.4819 -0.9753 -0.148 -0.015 -0.157 -0.465
C 5.3319 9.3477 1.4378 0.053 0.103 -0.029 -1.048
C 2.5416 -9.8091 -3.5231 0.116 0.030 0.018 -1.144
C 4.0696 3.7828 1.9001 -0.238 0.641 -0.030 0.964
H 3.7519 7.8485 6.2923 -0.026 0.008 -0.040 0.279
F -3.0310 3.9288 2.1569 -0.114 -0.051 0.063 -0.145
C 6.4835 4.9127 -2.1078 0.056 0.048 -0.086 -0.890
H 3.2168 10.2587 6.5492 0.014 -0.002 0.027 0.389
H -3.8531 0.4125 -0.8692 -0.255 -0.273 0.053 0.359
H 4.6251 8.0899 -0.1437 0.001 0.036 -0.111 0.309
C -2.3920 -6.5341 0.6572 0.124 -0.074 0.014 -0.861
H 0.6739 0.0630 -1.8827 -0.143 -0.137 -0.290 0.436
H -1.8920 7.3470 0.9185 -0.014 -0.063 -0.019 0.264
H 1.6892 -10.0577 -4.1560 -0.015 -0.014 0.014 0.409
H -4.5317 9.9156 0.2231 -0.027 0.001 0.091 0.358
H 6.9952 10.8694 -1.7938 -0.082 -0.026 -0.030 0.340
C 2.4096 9.5266 6.5454 -0.136 -0.070 -0.049 -1.015
H -12.4692 -11.3615 -1.2718 0.004 -0.008 -0.022 0.384
Br -0.1575 1.0637 4.7532 -0.017 0.108 -0.255 -0.215
C 1.9818 -1.3303 -0.5429 0.351 -0.050 0.932 0.605
H 0.1381 -5.5878 -2.7859 0.035 0.022 0.010 0.407
H 2.0485 0.3243 -2.9645 0.129 -0.018 -0.142 0.537
H -1.9592 6.1564 2.2176 -0.002 0.007 0.039 -0.074
H 8.4508 3.8079 -3.5982 -0.005 0.009 0.052 0.281
H 4.1563 -5.9400 -2.1695 0.020 -0.006 0.022 0.462
H 5.0910 8.6300 2.2237 -0.017 -0.017 -0.011 0.283
H -1.9283 -6.7545 1.6201 -0.013 0.034 0.017 0.323
H -10.3518 -11.6166 -2.5252 0.083 0.026 -0.012 0.321
O -0.9189 -4.5982 0.2791 0.104 0.174 0.049 -0.388
H -11.6200 -9.8110 -1.3829 -0.012 -0.006 -0.024 0.291
N 0.0030 2.4915 1.8024 -0.498 -0.086 0.118 0.590
C 0.9698 2.2956 0.8469 -0.323 -0.157 -0.484 -0.064
H -9.6064 -9.9603 0.6641 -0.028 -0.039 0.021 0.293
H 8.1994 0.9724 -2.4526 0.025 -0.016 -0.023 0.275
C 2.9402 8.1646 6.9571 0.111 0.146 -0.055 -0.301
H -5.5475 -7.5460 -1.7793 0.079 0.061 0.012 0.312
C -4.0322 8.9503 0.2935 0.053 0.010 -0.148 -0.356
H -4.1905 6.9692 2.9147 -0.055 0.074 0.007 0.341
C -5.0557 -8.1321 -2.5562 -0.139 -0.099 -0.045 -0.432
C -1.7153 2.4130 0.1481 -0.374 0.180 0.492 -0.350
C 8.0057 2.8076 -3.5707 0.169 0.024 0.032 -0.315
H 2.7091 -1.3905 1.4585 0.144 -0.011 0.034 0.321
H 2.8399 7.1696 4.3955 -0.034 0.037 -0.010 0.328
H -2.7677 -4.8388 -0.6234 0.004 -0.063 -0.017 0.303
H 4.5941 -8.3612 -2.5289 -0.037 0.018 -0.036 0.300
N -3.1276 2.5943 -2.1889 0.472 -0.417 0.765 -0.961
H 4.9593 3.4644 -2.5092 0.006 -0.046 -0.095 0.173
H -2.5756 -8.5973 -5.6339 0.020 0.005 0.008 0.407
C -0.7301 2.2080 -0.8086 0.295 -0.018 0.440 -0.786
H -11.6081 -10.7214 0.1252 -0.035 -0.069 0.007 0.267
H 9.1054 10.1873 -0.6964 -0.003 0.016 -0.017 0.389
C -3.8279 7.1864 1.9092 0.025 -0.146 -0.022 -0.221
F 4.2520 5.0596 2.1808 -0.014 0.094 0.029 -0.245
H 1.6337 9.8580 7.2360 0.019 0.018 0.024 0.298
H 3.1372 -9.0597 -4.0459 -0.060 0.031 -0.029 0.274
H 2.6816 5.5190 4.9865 0.006 -0.001 -0.005 0.260
H 1.4648 -10.0936 -1.6917 0.038 0.004 0.075 0.391
O 0.1913 4.0630 3.9224 -0.018 -0.586 0.287 -0.138
C -11.5781 -10.8161 -0.9609 0.065 0.092 0.067 -1.029
C -1.3224 2.5511 1.4871 0.657 -0.036 -0.332 -0.129
H -3.5152 1.8421 -2.7419 -0.066 0.224 -0.354 0.232
H 1.4010 -8.4461 -2.2884 0.020 0.013 -0.044 -0.136
H 9.6923 1.9192 -2.5725 0.005 -0.010 -0.028 0.392
H -9.7217 -12.4718 1.0660 -0.024 0.039 0.059 0.266
C 4.0247 -8.0297 -1.6534 0.061 0.061 -0.100 -0.444
O 1.7301 -2.2271 -1.2626 -0.490 -0.987 -1.375 -0.525
H -4.2326 8.5334 -1.8089 -0.015 0.028 0.000 0.402
H 6.8529 11.0123 -0.0539 0.022 -0.031 0.036 0.298
H -1.9181 -7.1643 -0.0948 -0.113 -0.022 -0.051 0.070
H -4.2697 -8.5999 -5.1508 0.032 -0.067 -0.013 0.289
C 1.7587 -1.4066 0.9290 0.172 0.353 0.449 -0.458
C 1.2410 6.8804 5.8470 0.002 0.082 -0.117 -0.550
O -4.2242 3.6624 -0.1109 0.001 -0.759 0.769 -0.287
C -2.3069 7.1421 1.9067 0.051 0.114 -0.083 -0.586
H 4.5149 10.0654 1.3550 -0.023 -0.014 0.003 0.308
H -1.8824 -7.8337 -3.3848 -0.021 0.035 0.071 0.168
H 1.1820 2.4869 -2.4881 -0.027 0.108 -0.090 0.523
H 3.1591 -10.7002 -3.4052 -0.019 -0.018 0.001 0.292
O 2.7645 3.6212 1.5494 -0.201 -0.173 0.226 -0.293
C -3.3009 -8.1364 -4.9627 -0.102 0.058 0.026 -1.224
H 0.0465 -6.2999 -0.4069 -0.049 -0.012 -0.037 0.251
O -9.1201 -10.8714 -1.1313 0.158 0.110 -0.117 -0.364
H -8.0090 -12.5811 0.6724 0.025 0.011 0.013 0.299
C 2.1187 6.4105 4.6977 0.140 0.038 0.029 -0.683
H -3.4445 -6.8132 0.7039 -0.014 0.007 -0.013 0.383
H -1.9017 7.8858 2.5942 -0.016 0.000 0.020 0.359
H 8.3831 8.8214 -1.5623 0.012 0.020 -0.019 0.256
H -5.1233 3.3609 0.0945 -0.094 0.359 0.101 0.335
H -1.5454 -5.5726 -2.2575 0.042 -0.079 -0.014 -0.073
P -3.3905 2.4443 -0.6681 -0.426 0.300 -2.794 0.887
H 4.7372 -7.9481 -0.8325 -0.035 -0.071 0.045 0.352
H 3.0214 1.9311 0.4032 -0.042 -0.159 -0.220 0.936
H 1.1875 -0.5464 1.2782 -0.082 0.093 -0.001 -0.107
H 7.5586 4.9899 -1.9449 -0.004 -0.033 0.081 0.308
C 3.3919 -6.6731 -1.9102 -0.132 -0.015 0.003 -0.794
C -2.2589 -5.0613 0.3213 -0.175 -0.046 -0.018 -0.342
C 2.4194 2.2662 1.2347 0.240 0.164 -0.116 -2.048
C 8.6115 1.9824 -2.4486 -0.136 0.002 0.082 -1.007
O -3.7104 -7.6842 -2.5753 0.117 0.215 0.137 -0.358
C -2.8571 -8.3053 -3.5200 0.037 -0.109 -0.074 -0.084
H 0.6426 7.7465 5.5433 0.015 0.000 -0.056 0.332
H -5.5595 7.9063 -0.8165 -0.014 0.029 -0.018 0.273
H 0.5300 6.0925 6.1116 -0.012 0.028 0.089 0.179
H -7.9028 -10.1326 0.2843 -0.001 0.024 -0.114 0.323
H -4.7409 -10.2397 -3.0010 -0.063 0.003 -0.043 0.295
F 4.8721 3.4435 0.8986 0.342 -0.243 -0.186 -0.208
C -0.0865 -5.2457 -0.6734 0.127 -0.073 -0.074 -0.103
H -6.2698 -9.8768 -2.2051 -0.010 0.019 0.018 0.294
H 6.2330 5.5471 -2.9586 -0.028 0.012 0.008 0.330
H -4.7540 -9.8489 -1.2849 -0.019 0.011 0.019 0.265
H -8.5399 -11.6813 2.1047 0.024 0.014 -0.002 0.392
C 0.6193 2.1562 -0.4876 0.093 0.402 0.345 1.122
H -3.5053 1.3527 3.7367 0.010 0.104 0.157 0.438
C -8.7810 -11.9204 1.0685 -0.057 -0.063 -0.068 -1.109
H -5.5545 -7.8816 -3.4988 0.014 -0.039 -0.023 0.298
H -0.6540 -4.0555 -2.3795 0.063 0.006 -0.011 0.252
C -2.4048 2.8021 2.5460 -0.755 0.190 -0.272 0.819
H 1.2216 -2.3134 1.1710 -0.049 -0.181 -0.014 0.282
H -2.7539 -4.4663 1.0908 0.095 0.056 0.022 0.335
H 6.2221 9.8945 1.7499 0.026 -0.058 0.034 0.290
H -3.3848 -7.0781 -5.2143 0.024 0.005 -0.006 0.302
H 8.2743 8.9148 0.1940 0.031 0.061 0.041 0.268
C -5.2127 -9.6099 -2.2458 0.097 -0.052 0.000 -0.908
F -2.0096 3.0332 3.8073 0.213 0.008 -0.057 -0.272
O 1.9446 7.1560 7.0363 -0.024 -0.173 0.156 -0.450
```
Forces are in eV/Å.

calculated total energy = -187485.3185 eV
frontier orbital gap = 0.2216 hartree
spin multiplicity = 1
maximum force = 2.84 eV/Å
HOMO = -0.3940 Eh
charge = +1
LUMO = -0.1724 Eh

# 2
DFT (the ωB97M-V functional and the def2-TZVPD basis) results for a structure of composition C8H15ClI2N2OPPd.

```
31
Properties=species:S:1:pos:R:3:forces:R:3:lowdin_spin:R:1
H -1.4987 -2.5572 -2.3133 -0.265 0.151 -0.055 0.000
C -2.0891 -1.6306 -2.3432 0.172 -0.377 0.377 0.000
C -0.1401 2.0648 2.7375 0.102 -0.553 -0.465 0.038
H 0.6963 2.7414 2.9018 0.109 0.278 0.127 0.017
H -0.5472 2.1992 1.7448 -0.064 0.031 -0.151 0.000
I 4.9136 -2.0155 -1.3865 0.702 -0.308 -0.150 1.448
H 0.7962 -1.0750 -3.3761 -0.231 0.252 -0.168 0.000
C 0.8909 -1.4538 2.7735 -1.364 1.950 -3.381 0.281
P -1.0058 -0.2159 -2.0206 -2.082 0.062 -1.713 0.000
C 0.3355 0.6916 2.9354 -0.234 0.356 0.607 0.188
I 5.2115 1.1696 -1.4333 0.554 0.078 -0.134 1.453
C -2.0829 1.2219 -2.2824 0.246 0.267 0.433 0.000
C 0.1496 -0.1834 -3.4073 0.705 -0.003 0.160 0.000
H 1.4846 -1.6483 4.8902 0.028 0.087 0.319 0.010
H -0.9152 2.2727 3.4700 -0.146 0.155 0.222 0.013
O 2.6376 -0.1411 -1.0827 -2.663 0.175 0.707 0.084
N 0.4346 -0.3242 2.0971 0.613 -2.972 -0.975 0.059
H -2.8432 1.2319 -1.4907 0.152 0.040 -0.315 0.000
Cl -2.3760 -0.1063 0.8615 1.048 -0.202 -0.412 0.012
Pd -0.1775 -0.3116 0.0468 -0.497 0.576 0.427 0.003
H 0.7811 0.7174 -3.3458 -0.220 -0.254 -0.169 0.000
H -2.5611 -1.5276 -3.3356 0.257 0.073 0.364 0.000
H 0.7961 0.8576 4.9589 0.048 -0.136 0.338 -0.001
N 0.7527 0.2602 4.1436 0.884 -1.551 1.319 0.047
C 1.5614 -0.2126 -0.6908 1.852 -0.175 -0.520 0.010
H -2.5584 1.1584 -3.2753 0.251 -0.096 0.335 0.000
H -0.4121 -0.1711 -4.3564 0.154 -0.008 0.418 0.000
C 1.1108 -1.0630 4.0676 -0.081 1.964 2.584 0.329
H -1.4866 2.1411 -2.2200 -0.227 -0.112 -0.063 0.000
H 0.9999 -2.4227 2.2906 0.020 0.271 0.222 0.008
H -2.8586 -1.6682 -1.5594 0.179 -0.021 -0.289 0.000
```
Forces are in eV/Å.

calculated total energy = -55029.1954 eV
frontier orbital gap (spin up / spin down) = 0.3330 / 0.1793 hartree
relative energy (zero: lowest compared OMol25 entry of this formula, charge and spin) = 0.0 kcal per mole
spin multiplicity = 5
maximum force = 4.13 eV/Å
HOMO (spin up / spin down) = -0.6899 / -0.6891 Eh
charge = +3
LUMO (spin up / spin down) = -0.3570 / -0.5098 Eh

# 3
DFT (the ωB97M-V functional and the def2-TZVPD basis) results for an isolated molecule of CH5P3.

```
9
Properties=species:S:1:pos:R:3:forces:R:3:mulliken_charge:R:1
P -2.6970 -0.2871 -0.4615 -0.062 0.311 -0.181 -0.082
H 0.8475 1.3313 1.1689 1.084 0.340 0.323 0.272
P -0.8986 0.2981 0.3168 1.291 -0.806 -1.085 0.252
H -0.5197 -2.2323 0.4271 0.599 -0.119 0.082 0.090
H 0.4792 -1.5292 -1.1955 0.061 0.234 0.291 0.091
H -1.9093 -1.2738 -1.1483 -0.429 0.160 0.301 -0.025
P 0.6141 -1.3815 0.2207 -1.048 0.163 0.058 -0.171
H -0.3220 2.5917 0.5911 -0.943 2.963 0.048 0.335
C 0.0422 1.6506 0.5578 -0.553 -3.246 0.163 -0.762
```
Forces are in eV/Å.

calculated total energy = -28981.3168 eV
frontier orbital gap = 0.2779 hartree
relative energy (zero: lowest compared OMol25 entry of this formula, charge and spin) = 54.3 kcal per mole
spin multiplicity = 1
maximum force = 3.30 eV/Å
HOMO = -0.2895 Eh
LUMO = -0.0115 Eh

Question: Number 3 is which compound?
Answer: CH5P3

Question: What is the spin multiplicity in the second record?
Answer: 5

Repeat the third record exactly.
DFT (the ωB97M-V functional and the def2-TZVPD basis) results for an isolated molecule of CH5P3.

```
9
Properties=species:S:1:pos:R:3:forces:R:3:mulliken_charge:R:1
P -2.6970 -0.2871 -0.4615 -0.062 0.311 -0.181 -0.082
H 0.8475 1.3313 1.1689 1.084 0.340 0.323 0.272
P -0.8986 0.2981 0.3168 1.291 -0.806 -1.085 0.252
H -0.5197 -2.2323 0.4271 0.599 -0.119 0.082 0.090
H 0.4792 -1.5292 -1.1955 0.061 0.234 0.291 0.091
H -1.9093 -1.2738 -1.1483 -0.429 0.160 0.301 -0.025
P 0.6141 -1.3815 0.2207 -1.048 0.163 0.058 -0.171
H -0.3220 2.5917 0.5911 -0.943 2.963 0.048 0.335
C 0.0422 1.6506 0.5578 -0.553 -3.246 0.163 -0.762
```
Forces are in eV/Å.

calculated total energy = -28981.3168 eV
frontier orbital gap = 0.2779 hartree
relative energy (zero: lowest compared OMol25 entry of this formula, charge and spin) = 54.3 kcal per mole
spin multiplicity = 1
maximum force = 3.30 eV/Å
HOMO = -0.2895 Eh
LUMO = -0.0115 Eh

Repeat the third record exactly.
DFT (the ωB97M-V functional and the def2-TZVPD basis) results for an isolated molecule of CH5P3.

```
9
Properties=species:S:1:pos:R:3:forces:R:3:mulliken_charge:R:1
P -2.6970 -0.2871 -0.4615 -0.062 0.311 -0.181 -0.082
H 0.8475 1.3313 1.1689 1.084 0.340 0.323 0.272
P -0.8986 0.2981 0.3168 1.291 -0.806 -1.085 0.252
H -0.5197 -2.2323 0.4271 0.599 -0.119 0.082 0.090
H 0.4792 -1.5292 -1.1955 0.061 0.234 0.291 0.091
H -1.9093 -1.2738 -1.1483 -0.429 0.160 0.301 -0.025
P 0.6141 -1.3815 0.2207 -1.048 0.163 0.058 -0.171
H -0.3220 2.5917 0.5911 -0.943 2.963 0.048 0.335
C 0.0422 1.6506 0.5578 -0.553 -3.246 0.163 -0.762
```
Forces are in eV/Å.

calculated total energy = -28981.3168 eV
frontier orbital gap = 0.2779 hartree
relative energy (zero: lowest compared OMol25 entry of this formula, charge and spin) = 54.3 kcal per mole
spin multiplicity = 1
maximum force = 3.30 eV/Å
HOMO = -0.2895 Eh
LUMO = -0.0115 Eh